No. 1
Computed, not measured: a gas-phase ion, C8H12N3OS (charge +1), with ωB97M-V/def2-TZVPD.

The calculation puts the energy above the lowest of the compared OMol25 structures with the same formula, charge and spin at 0.6802 eV. The SMILES is CN(/C(O)=[NH+]/N)c1ccccc1S. The gap between HOMO and LUMO is 0.3339 Eh. For the HOMO energy, the calculation gives -12.17 eV.

Geometry as ORCA input:
```
! wB97M-V def2-TZVPD RIJCOSX def2/J DEFGRID3
* xyz 1 1
S 0.86 1.02 1.83
O 0.36 -2.53 1.51
N -2.21 -1.65 2.14
N -1.46 -1.06 1.14
N 0.64 -1.00 -0.21
C -0.57 2.79 -1.66
C 1.96 -1.45 -0.51
C -0.02 2.68 -0.36
C -0.71 1.63 -2.42
C 0.14 0.28 -0.68
C 0.33 1.38 0.20
C -0.40 0.37 -1.92
C -0.09 -1.58 0.73
H 2.30 -0.99 -1.38
H -1.59 -0.05 0.90
H 1.23 -2.97 1.44
H 2.08 -2.53 -0.79
H -0.79 3.82 -1.96
H 0.83 2.15 2.54
H -1.72 -1.71 3.02
H 2.78 -1.04 0.21
H -1.03 1.93 -3.42
H -0.49 -0.57 -2.55
H 0.11 3.60 0.34
H -2.56 -2.53 1.86
*
```



No. 2
Computed, not measured: a molecular structure, C2H5N4, with ωB97M-V/def2-TZVPD.

The calculation puts the energy above the lowest of the compared OMol25 structures with the same formula, charge and spin at 6.0181 eV. The gap between HOMO and LUMO is 0.3693 Eh. For the HOMO energy, the calculation gives -14.41 eV.

Geometry as ORCA input:
```
! wB97M-V def2-TZVPD RIJCOSX def2/J DEFGRID3
* xyz 1 1
N 0.37 -1.24 0.05
N -1.07 -1.25 -0.09
N -1.61 -0.11 -0.06
N -2.63 0.44 0.09
C 0.92 0.18 -0.02
C -0.05 1.03 -0.04
H 0.67 -1.49 1.11
H 1.94 0.18 0.11
H -0.24 2.04 0.07
H 0.70 -1.89 -0.65
H -2.86 1.39 -0.15
*
```



No. 3
Computed, not measured: a molecular structure, C31H35ClN2Si2Tc, with ωB97M-V/def2-TZVPD.

The gap between HOMO and LUMO (alpha / beta) is 0.2252 / 0.2015 Eh. For the HOMO energy (alpha / beta), the calculation gives -12.11 / -13.15 eV.

Geometry as ORCA input:
```
! wB97M-V def2-TZVPD RIJCOSX def2/J DEFGRID3
* xyz 2 4
Tc -0.53 0.14 -0.81
Cl -2.43 -1.82 -1.58
Si -1.72 -1.67 -6.43
Si -2.27 -2.31 -3.84
N 0.24 -1.61 0.04
N -1.83 -0.12 0.80
C -1.62 -6.19 -7.77
C -0.38 2.07 -0.03
C -0.29 2.16 -1.46
C 1.45 0.81 -0.74
C -2.79 -5.62 -7.25
C -2.81 -4.26 -6.93
C -4.36 -0.64 -6.55
C -1.05 0.33 -4.80
C -2.13 -0.38 -4.20
C 1.88 -2.66 -3.80
C -0.46 -4.07 -7.48
C -4.45 -0.44 -9.33
C 0.98 -4.89 -4.15
C 2.08 -4.02 -4.10
C -0.53 -3.02 -3.75
C -1.17 1.69 -5.13
C -5.55 -0.06 -8.57
C 0.70 1.23 0.43
C -3.22 -0.97 -7.30
C -5.51 -0.14 -7.16
C -0.67 -2.24 1.07
C -3.27 -0.89 -8.71
C 0.59 -2.19 -3.58
C -3.25 1.78 -3.88
C -3.15 0.41 -3.62
C -1.65 -3.48 -7.02
C 0.82 1.38 -1.90
C -1.33 -1.11 1.82
C -0.32 -4.40 -3.96
C -0.45 -5.43 -7.85
C -2.27 2.41 -4.67
H -4.51 -0.38 -10.43
H -1.60 -7.25 -8.04
H -2.17 -1.47 2.42
H 1.16 -1.47 0.48
H -2.11 0.73 1.29
H -3.29 -3.26 -3.48
H 3.09 -4.40 -4.29
H -4.04 2.38 -3.40
H -4.34 -0.78 -5.46
H 0.45 -3.49 -7.49
H 0.95 1.00 1.47
H -1.19 -5.06 -4.02
H -0.43 -1.10 -6.87
H -2.38 3.47 -4.93
H -3.68 -6.23 -7.12
H -6.47 0.30 -9.03
H -0.08 -0.14 -5.00
H 0.45 -1.13 -3.32
H -2.41 -1.18 -9.32
H -3.74 -3.82 -6.54
H -0.62 -0.59 2.47
H 2.35 0.20 -0.76
H -6.35 0.16 -6.54
H -1.11 2.59 0.59
H 2.72 -1.98 -3.70
H 1.13 -5.97 -4.29
H -2.72 -0.52 0.47
H 0.45 -2.31 -0.68
H 1.11 1.22 -2.93
H -1.39 -2.90 0.57
H -0.97 2.72 -2.10
H -0.06 -2.85 1.73
H -0.36 2.18 -5.68
H 0.48 -5.88 -8.20
H -3.88 -0.05 -2.95
*
```



No. 4
Computed, not measured: 2 unconnected molecules or ions with the total composition C10H13N, with ωB97M-V/def2-TZVPD.

The calculation puts the energy above the lowest of the compared OMol25 structures with the same formula, charge and spin at 4.5193 eV. The SMILES is C=Cc1ccn(C)c1.C=C=C. The gap between HOMO and LUMO is 0.3158 Eh. For the HOMO energy, the calculation gives -7.70 eV.

Geometry as ORCA input:
```
! wB97M-V def2-TZVPD RIJCOSX def2/J DEFGRID3
* xyz 0 1
N 0.27 -1.67 -0.46
C 0.01 -2.43 -1.59
C -0.38 -1.79 0.74
C 1.73 1.10 1.42
C -1.36 1.52 -1.21
C 1.06 -0.58 -0.38
C 0.07 -0.84 1.62
C -2.31 0.98 -0.47
C -0.64 2.15 -2.05
C 1.52 1.55 2.66
C 0.91 0.05 0.89
H -0.54 -3.38 -1.32
H 0.84 1.09 3.38
H -1.04 2.74 -2.88
H 0.37 2.22 -1.95
H -0.98 -2.62 1.18
H -2.64 -0.06 -0.59
H 2.00 2.42 3.11
H 0.97 -2.78 -2.11
H 1.60 -0.27 -1.26
H -2.61 1.21 0.46
H -0.68 -1.80 -2.35
H 2.20 1.80 0.59
H -0.38 -0.62 2.58
*
```



No. 5
Computed, not measured: C21H20N2O4 in the gas phase, with ωB97M-V/def2-TZVPD.

The calculation puts the energy above the lowest of the compared OMol25 structures with the same formula, charge and spin at 3.9052 eV. The SMILES is Cc1cc(OCC(=O)NCc2ccncc2)c2c3c(c(=O)oc2c1)CCC3. The gap between HOMO and LUMO is 0.3069 Eh. For the HOMO energy, the calculation gives -8.32 eV.

Geometry as ORCA input:
```
! wB97M-V def2-TZVPD RIJCOSX def2/J DEFGRID3
* xyz 0 1
O 3.31 1.60 1.15
O -2.21 -3.35 1.68
O -2.61 -5.25 0.56
O 1.22 -0.72 -0.24
N 2.34 2.10 -0.89
N -1.84 4.62 -1.85
C 2.75 1.22 0.15
C 0.67 3.92 -1.09
C 0.61 -1.18 0.90
C -1.84 -3.36 -0.56
C -1.66 -2.71 -2.78
C -0.73 -2.14 3.12
C 1.95 3.51 -0.56
C -1.11 -2.54 1.81
C 0.93 -0.65 2.20
C 2.59 -0.33 -0.09
C -2.26 -3.82 -1.88
C -1.66 4.16 -0.62
C -0.86 4.66 -2.72
C 0.63 -0.65 4.72
C -2.17 -4.07 0.58
C -0.60 -1.99 -2.03
C -0.43 -2.03 0.68
C -0.34 3.90 -0.16
C 0.40 4.31 -2.38
C 0.27 -1.15 3.28
C -0.93 -2.32 -0.61
H 1.19 4.36 -3.13
H 2.02 3.54 0.55
H -2.43 4.30 0.13
H 1.99 1.75 -1.78
H 2.78 4.18 -0.96
H 0.36 -2.27 -2.36
H -1.96 -4.82 -2.16
H 1.63 -0.95 5.04
H 3.15 -0.78 -0.98
H 0.72 0.46 4.64
H -0.55 -0.96 -2.17
H 1.65 0.20 2.33
H -0.28 3.64 0.86
H -0.14 -0.92 5.47
H 3.04 -0.91 0.69
H -3.38 -3.82 -1.92
H -2.48 -2.00 -3.07
H -1.05 4.91 -3.82
H -1.26 -3.21 -3.72
H -1.41 -2.42 3.97
*
```



No. 6
Computed, not measured: 6 unconnected molecules or ions with the total composition C16H38Cl2O8S5, with ωB97M-V/def2-TZVPD.

The gap between HOMO and LUMO is 0.3287 Eh. For the HOMO energy, the calculation gives -8.43 eV.

Geometry as ORCA input:
```
! wB97M-V def2-TZVPD RIJCOSX def2/J DEFGRID3
* xyz 0 1
Cl -0.52 -0.04 -0.66
Cl -2.76 -1.51 -3.34
S 2.94 -3.14 2.00
S 5.43 0.67 4.72
S -1.72 2.52 -3.83
S -10.46 1.06 1.45
S 9.69 -0.05 1.36
O -7.38 -1.40 -0.76
O -2.53 1.72 -2.87
O 2.50 -4.22 1.07
O -11.71 0.43 1.95
O 5.00 -0.42 3.79
O -5.94 -3.03 -1.36
O -5.26 -0.93 -1.41
O 8.81 1.14 1.55
C 1.88 -1.73 1.70
C -4.51 -3.11 -1.25
C -4.11 -1.66 -0.98
C -10.92 2.68 0.83
C -2.86 -1.08 -1.62
C -2.21 1.98 -5.47
C -0.79 -2.66 -1.34
C 11.37 0.50 1.69
C 6.91 1.38 4.00
C -6.31 -1.75 -1.13
C 4.36 2.07 4.40
C -10.12 0.33 -0.15
C -2.49 4.14 -3.91
C 9.89 -0.26 -0.41
C -1.60 -1.47 -0.81
C 4.42 -2.41 1.30
H 10.62 -1.05 -0.60
H 3.36 1.80 4.73
H -10.06 3.14 0.34
H -11.01 0.40 -0.78
H 5.21 -3.16 1.35
H 4.35 2.28 3.33
H -0.43 -3.26 -0.50
H 4.71 2.93 4.96
H -9.27 0.84 -0.61
H -2.01 4.73 -4.69
H -3.30 2.02 -5.55
H -4.12 -3.53 -2.18
H -1.40 -3.30 -1.98
H 1.88 -1.50 0.63
H 8.92 -0.56 -0.81
H 6.73 1.64 2.96
H 11.58 1.39 1.10
H -2.96 0.00 -1.62
H 0.08 -2.33 -1.89
H 4.70 -1.54 1.89
H -1.91 -1.69 0.21
H 7.69 0.63 4.05
H 4.23 -2.15 0.26
H 7.20 2.26 4.58
H -11.75 2.58 0.14
H -1.74 2.62 -6.22
H 10.21 0.68 -0.85
H -1.87 0.95 -5.59
H -4.25 -3.76 -0.42
H 12.06 -0.31 1.45
H -4.04 -1.53 0.11
H 11.43 0.73 2.75
H -11.22 3.28 1.68
H -2.33 4.62 -2.94
H 2.25 -0.88 2.28
H -3.55 4.03 -4.10
H 0.88 -2.00 2.02
H -9.85 -0.71 0.01
*
```



Asked for E_tot across the records above, the calculation gives -25835.1957; -8101.7086; -66155.1864; -12066.5523; -33269.7725; -112805.6975 eV in order.